(1)
{
  "formula": "C3H4OS",
  "method": "ωB97M-V/def2-TZVPD",
  "species": ["C", "C", "C", "O", "S", "H", "H", "H", "H"],
  "coordinates": [[0.235, 1.230, 1.476], [0.957, 0.068, 1.032], [0.092, -0.528, -0.226], [0.432, -1.783, -0.243], [-0.865, 0.502, -1.044], [-0.874, 1.465, 0.912], [0.285, 2.028, 2.346], [1.928, -0.250, 1.467], [1.346, -1.636, 0.226]],
  "forces_ev_per_angstrom": [[-1.142, -0.909, 0.069], [-4.434, 5.802, 0.208], [1.791, 3.182, 2.890], [2.400, -1.027, -0.369], [-0.202, -2.035, -1.192], [3.703, -0.870, 1.635], [0.992, -2.169, -1.587], [-0.809, -0.111, -0.493], [-2.299, -1.863, -1.161]],
  "spin_multiplicity": 1,
  "e_lumo_ev": -0.05,
  "orbital_gap_ev": 8.6412,
  "smiles": "C=CC(O)=S"
}

***

(2)
{
  "formula": "C2H5N5O2",
  "method": "ωB97M-V/def2-TZVPD",
  "species": ["C", "C", "N", "N", "N", "N", "N", "O", "O", "H", "H", "H", "H", "H"],
  "coordinates": [[3.129, 0.250, 0.185], [0.382, -1.222, 0.225], [-0.114, -0.159, 0.408], [-0.321, 1.018, 0.594], [-2.825, 1.085, 0.187], [-1.641, 1.571, 0.794], [0.626, -2.125, -0.683], [3.437, 0.928, 1.021], [2.890, -0.371, -0.781], [-2.860, 0.057, 0.361], [-1.521, 2.554, 0.622], [-2.851, 1.306, -0.801], [0.369, -2.035, -1.586], [1.299, -2.859, -0.545]],
  "forces_ev_per_angstrom": [[-0.819, -2.336, -4.625], [0.893, -1.564, 2.173], [-2.061, 0.100, -0.968], [0.316, 3.024, -0.872], [0.668, -1.112, 0.409], [0.200, -1.127, 1.356], [0.952, -1.131, 1.789], [0.935, 2.328, 3.688], [0.102, 0.201, 0.921], [-0.162, 1.295, -0.347], [-0.022, -0.020, -0.052], [0.164, -0.452, -0.371], [-0.942, 0.769, -3.652], [-0.223, 0.024, 0.550]],
  "spin_multiplicity": 1,
  "e_lumo_ev": 0.51,
  "orbital_gap_ev": 7.6977
}